{"formula": "CH4Br2Si", "method": "ωB97M-V/def2-TZVPD", "e_homo_ev": -9.41, "max_force_ev_per_a": 1.4, "energy_ev": -149059.6699, "orbital_gap_ev": 8.05, "e_lumo_ev": -1.4, "species": ["C", "Si", "Br", "Br", "H", "H", "H", "H"], "positions_angstrom": [[-2.30, 0.15, 0.61], [1.69, -0.05, -0.08], [-3.37, 1.46, -0.23], [-2.64, -1.53, -0.08], [0.25, -0.03, 0.08], [1.91, -0.45, -1.54], [2.72, -0.82, 0.73], [1.74, 1.27, 0.52]]}

{"formula": "CH4BrN2", "method": "ωB97M-V/def2-TZVPD", "e_homo_ev": -16.10, "smiles": "NC(=[NH2+])Br", "max_force_ev_per_a": 5.5, "energy_ev": -74117.2559, "orbital_gap_ev": 11.43, "charge": 1, "e_lumo_ev": -4.7, "species": ["N", "C", "N", "Br", "H", "H", "H", "H"], "positions_angstrom": [[0.47, -0.54, -0.92], [-0.13, -0.84, 0.29], [-0.42, 0.14, 1.05], [-0.29, -2.52, 0.93], [0.73, 0.44, -1.26], [0.48, -1.20, -1.61], [0.04, 1.11, 1.00], [-1.03, -0.16, 1.87]]}

{"formula": "CH4BrNS", "method": "ωB97M-V/def2-TZVPD", "e_homo_ev": [-8.79, -8.62], "max_force_ev_per_a": 4.0, "energy_ev": -83465.9551, "orbital_gap_ev": [8.36, 7.54], "e_lumo_ev": [-0.4, -1.1], "species": ["C", "N", "S", "Br", "H", "H", "H", "H"], "positions_angstrom": [[2.01, -1.15, -0.01], [-1.77, 1.12, 0.18], [-2.22, -0.17, -0.83], [1.33, 0.46, 0.15], [1.88, -1.93, 0.85], [1.74, -1.53, -0.95], [-1.89, 1.98, -0.26], [-1.07, 1.22, 0.86]]}

{"formula": "CH4Cl2NOP", "method": "ωB97M-V/def2-TZVPD", "e_homo_ev": -9.96, "smiles": "CNP(=O)(Cl)Cl", "max_force_ev_per_a": 4.0, "energy_ev": -38975.2588, "orbital_gap_ev": 10.44, "e_lumo_ev": 0.5, "species": ["C", "N", "P", "O", "Cl", "Cl", "H", "H", "H", "H"], "positions_angstrom": [[-1.39, -0.08, 0.23], [-0.23, -0.21, -0.54], [1.29, 0.15, 0.12], [1.12, 0.37, 1.60], [2.51, -1.34, -0.42], [1.93, 1.77, -0.86], [-1.15, 0.09, 1.24], [-1.97, 0.89, -0.13], [-1.78, -1.09, 0.23], [-0.33, -0.56, -1.48]]}

{"formula": "CH4Cl2OSi", "method": "ωB97M-V/def2-TZVPD", "e_homo_ev": [-5.21, -11.31], "max_force_ev_per_a": 8.9, "energy_ev": -36068.3606, "orbital_gap_ev": [5.30, 7.17], "spin_multiplicity": 3, "e_lumo_ev": [0.1, -4.1], "species": ["C", "O", "Si", "Cl", "Cl", "H", "H", "H", "H"], "positions_angstrom": [[0.27, -0.06, -0.19], [-1.07, 1.21, 2.34], [-0.95, 0.96, 0.85], [-2.94, -1.42, -0.78], [-2.14, 1.95, -0.45], [1.26, -0.15, 0.37], [-0.25, -1.05, -0.30], [0.40, 0.29, -1.21], [-2.17, -1.64, -1.89]]}

{"formula": "CH4ClFS", "method": "ωB97M-V/def2-TZVPD", "e_homo_ev": -9.70, "smiles": "FCCl.S", "max_force_ev_per_a": 1.2, "energy_ev": -27176.3031, "orbital_gap_ev": 10.40, "e_lumo_ev": 0.7, "species": ["F", "C", "Cl", "H", "H", "S", "H", "H"], "positions_angstrom": [[0.14, -1.22, -0.92], [-0.24, -1.16, 0.38], [1.17, -1.26, 1.45], [-0.89, -2.02, 0.60], [-0.74, -0.21, 0.57], [0.48, 1.44, -0.54], [-0.70, 1.96, -0.19], [0.78, 2.47, -1.35]]}

{"formula": "CH4ClN2", "method": "ωB97M-V/def2-TZVPD", "e_homo_ev": -15.50, "max_force_ev_per_a": 4.2, "energy_ev": -16596.0554, "orbital_gap_ev": 10.80, "charge": 1, "e_lumo_ev": -4.7, "species": ["C", "N", "N", "Cl", "H", "H", "H", "H"], "positions_angstrom": [[1.33, 0.03, 0.20], [0.17, 0.45, 0.05], [2.31, -0.52, 0.06], [-3.41, 0.35, -0.06], [-0.61, -0.14, 0.41], [-0.11, 1.36, -0.17], [3.08, -1.08, 0.30], [-2.76, -0.44, -0.79]]}

{"formula": "CH4ClN2", "method": "ωB97M-V/def2-TZVPD", "e_homo_ev": -15.37, "max_force_ev_per_a": 6.7, "energy_ev": -16593.9326, "orbital_gap_ev": 9.95, "charge": 1, "e_lumo_ev": -5.4, "species": ["C", "N", "N", "Cl", "H", "H", "H", "H"], "positions_angstrom": [[-0.53, 0.43, 0.04], [1.46, 0.30, -0.31], [-0.86, -0.57, 0.72], [-1.30, 1.69, -0.76], [1.66, 0.90, -1.25], [1.65, -0.70, -0.40], [-0.20, -1.29, 0.93], [-1.87, -0.76, 1.02]]}

{"formula": "CH4ClN2O", "method": "ωB97M-V/def2-TZVPD", "e_homo_ev": -16.35, "smiles": "C[N+](=O)NCl", "max_force_ev_per_a": 3.6, "energy_ev": -18639.8232, "orbital_gap_ev": 9.79, "charge": 1, "e_lumo_ev": -6.6, "species": ["C", "N", "O", "N", "Cl", "H", "H", "H", "H"], "positions_angstrom": [[-0.83, 0.80, -0.04], [-0.19, -0.47, -0.15], [-0.88, -1.48, -0.31], [1.09, -0.72, 0.04], [2.44, 0.31, 0.31], [-1.90, 0.65, -0.06], [-0.49, 1.67, -0.64], [-0.40, 1.00, 0.91], [1.16, -1.76, -0.06]]}

{"formula": "CH4ClN2O", "method": "ωB97M-V/def2-TZVPD", "e_homo_ev": -16.26, "smiles": "NC(=[NH2+])OCl", "max_force_ev_per_a": 4.4, "energy_ev": -18643.0999, "orbital_gap_ev": 10.21, "charge": 1, "e_lumo_ev": -6.0, "species": ["N", "C", "N", "O", "Cl", "H", "H", "H", "H"], "positions_angstrom": [[-1.13, -0.19, 0.31], [0.17, 0.09, -0.19], [1.13, -0.81, -0.21], [0.42, 1.29, -0.64], [-0.77, 2.55, -0.37], [-1.16, -1.04, 0.86], [-1.97, 0.43, 0.14], [1.09, -1.65, 0.40], [2.21, -0.68, -0.28]]}

{"formula": "CH4ClN2O", "method": "ωB97M-V/def2-TZVPD", "e_homo_ev": [-14.67, -13.51], "max_force_ev_per_a": 4.6, "energy_ev": -18638.8589, "orbital_gap_ev": [8.67, 5.92], "charge": 1, "e_lumo_ev": [-6.0, -7.6], "species": ["C", "N", "N", "O", "Cl", "H", "H", "H", "H"], "positions_angstrom": [[-0.02, -1.09, -1.03], [-0.92, -1.36, -1.91], [0.53, 0.04, 1.55], [1.60, -0.57, 1.84], [1.54, -0.67, -1.52], [-1.93, -1.71, -1.60], [-0.77, -1.23, -2.98], [-0.19, -0.58, 1.63], [2.47, 0.02, 1.84]]}

{"formula": "CH4ClN3", "method": "ωB97M-V/def2-TZVPD", "e_homo_ev": -8.84, "max_force_ev_per_a": 4.9, "energy_ev": -18090.6212, "orbital_gap_ev": 8.12, "e_lumo_ev": -0.7, "species": ["C", "N", "N", "N", "Cl", "H", "H", "H", "H"], "positions_angstrom": [[0.06, -0.18, 0.37], [-0.56, -1.06, 0.94], [-1.00, 0.34, -1.46], [1.09, 0.59, 0.25], [2.19, 0.80, 1.65], [-0.37, -1.46, 1.84], [-1.91, -0.01, -1.17], [-0.58, -0.37, -2.05], [1.09, 1.37, -0.38]]}